1.
The following is a quantum chemistry calculation of a cluster of 2 separate species, C6H17NS in total, from the Open Molecules 2025 dataset.

Geometry (Å):
C  -0.38783  -2.07861  1.36078
C  -0.44369  -2.94632  0.12170
C  0.90412  -3.52084  -0.27647
N  -1.66300  -1.34916  1.53128
H  0.39798  -1.32521  1.23552
H  -0.12663  -2.63652  2.26387
H  -0.86459  -2.34910  -0.69215
H  -1.16249  -3.75550  0.28630
H  1.41505  -3.98060  0.57239
H  1.58738  -2.76625  -0.66335
H  0.78323  -4.30639  -1.02145
H  -1.73082  -1.04765  2.49371
H  -2.43697  -2.00265  1.43126
C  0.42704  2.26630  1.82028
C  0.41762  1.61242  0.44330
C  0.30692  2.61985  -0.69157
S  0.22415  1.70622  -2.25743
H  0.46066  1.51280  2.60760
H  -0.45757  2.88551  1.96381
H  1.31754  2.88502  1.95305
H  1.32286  1.01732  0.29787
H  -0.43982  0.93535  0.38643
H  1.14981  3.30995  -0.68660
H  -0.60488  3.20527  -0.57772
H  0.03703  2.75243  -3.07733

Force components x, y, z for each atom (eV/Å):
-0.209 0.680 -0.008
-0.149 -0.048 0.035
0.155 -0.280 0.130
0.039 -0.365 0.116
0.006 -0.033 -0.032
0.068 -0.348 -0.104
0.095 0.048 0.001
0.041 -0.065 0.054
-0.096 -0.028 0.103
-0.090 0.112 -0.115
0.064 0.082 -0.138
0.004 0.279 0.107
0.090 0.025 -0.148
0.339 -0.027 -0.098
-0.205 -0.073 0.021
-0.138 0.152 0.137
0.054 0.000 -0.153
-0.121 -0.032 -0.001
-0.024 0.026 0.060
-0.076 0.121 -0.027
-0.011 -0.052 0.047
0.085 -0.098 -0.033
0.084 -0.049 -0.060
-0.035 0.007 0.021
0.030 -0.034 0.084

- lowest unoccupied orbital energy (eV) = 1.023
- highest occupied orbital energy (eV) = -8.86
- relative energy (zero: lowest compared OMol25 entry of this formula, charge and spin) (kJ/mol) = 10.86
- SMILES = CCCN.CCCS

2.
The following is a quantum chemistry calculation of the molecule C6H17PSi at a distorted geometry, from the Open Molecules 2025 dataset.

Geometry (Å):
C  1.73673  0.58076  1.48731
C  1.52682  -1.45393  -0.09526
C  2.75723  0.63622  -0.91823
C  -3.13498  1.39178  -0.01870
C  -2.48016  -1.55889  -0.45057
C  1.62826  0.07464  0.01526
Si  -1.72045  0.09988  0.21960
P  0.06464  0.72219  -1.02711
H  1.35748  1.51382  1.52957
H  1.08090  0.01821  2.02545
H  2.68479  0.39992  1.97445
H  1.37203  -1.86616  -1.05463
H  0.72492  -1.75025  0.42488
H  2.48764  -1.84473  0.40938
H  2.84747  -0.01313  -1.71981
H  2.61323  1.76778  -1.14267
H  3.71660  0.51471  -0.55161
H  -3.50876  1.27462  -1.00758
H  -3.99807  1.17327  0.51551
H  -2.70215  2.35814  0.08261
H  -2.68524  -1.60834  -1.45331
H  -1.87327  -2.44715  -0.29553
H  -3.32588  -1.89267  0.05454
H  -1.24991  -0.05665  1.52861
H  0.08014  1.96595  -0.53214

Force components x, y, z for each atom (eV/Å):
1.066 -2.457 -2.787
4.379 1.734 0.707
-1.925 1.947 1.545
2.173 -1.238 -0.397
2.425 0.225 2.099
2.789 0.066 -0.877
-2.474 -0.662 -3.850
-2.303 -2.091 0.747
-0.572 3.655 0.391
-2.042 -1.752 1.704
0.609 0.481 -0.312
0.344 -0.116 -1.410
-3.011 -1.341 2.425
-1.442 0.083 -0.875
-0.546 -0.652 -2.472
0.204 -1.968 -0.007
2.081 0.122 1.642
0.255 -0.046 -1.256
-1.388 0.017 1.884
-0.187 1.006 0.336
-0.553 0.522 -2.649
0.840 0.077 0.121
-2.015 0.093 1.085
0.606 -0.058 1.680
0.689 2.350 0.527

- lowest unoccupied orbital energy (spin up / spin down) (eV) = 0.874 / -2.644
- highest occupied orbital energy (spin up / spin down) (eV) = -3.95 / -9.54
- ⟨S²⟩ = 2.005
- relative energy (zero: lowest compared OMol25 entry of this formula, charge and spin) (kJ/mol) = 340.31
- 2S+1 = 3

3.
The following is a quantum chemistry calculation of a cluster of 2 separate species, C6H18BrN3Si in total at a distorted geometry, from the Open Molecules 2025 dataset.

Geometry (Å):
C  -1.81930  1.21783  2.44752
C  0.39223  0.02194  2.95896
C  3.54681  -1.79738  -1.85575
C  1.87210  -3.32052  -2.44903
C  -2.61564  1.10192  -0.77732
C  -0.56512  2.35605  -0.94508
N  -0.63335  0.46642  1.99905
N  2.27571  -2.44800  -1.67467
N  -1.15633  1.08814  -0.75147
Si  -0.44572  -0.07370  0.33900
Br  -1.63871  -1.91390  -0.11508
H  -1.84485  1.63075  3.45993
H  -2.05524  1.99579  1.63711
H  -2.66902  0.52387  2.53466
H  -0.09762  -0.59077  3.77874
H  1.31809  -0.48423  2.47484
H  0.91650  0.81333  3.50677
H  4.08946  -1.63494  -0.98033
H  4.13282  -2.34962  -2.60617
H  3.27229  -0.80534  -2.01699
H  0.85534  -3.69732  -2.36938
H  2.23543  -3.44048  -3.49932
H  0.93747  -0.26762  -0.13688
H  -3.02422  0.76156  0.22764
H  -2.91224  2.19348  -0.80696
H  -2.95936  0.56237  -1.54884
H  -0.55635  2.55593  -2.01025
H  -1.24281  3.12296  -0.31608
H  0.39164  2.41147  -0.50463

Force components x, y, z for each atom (eV/Å):
-0.593 -0.257 -1.342
0.349 -0.705 0.710
-0.925 -1.647 -1.315
-1.408 0.216 -2.800
0.859 3.026 4.005
-2.297 1.731 1.216
1.606 -0.171 -0.535
0.619 0.224 2.557
-0.245 -2.061 1.170
-0.709 1.346 -0.089
0.166 -0.225 0.198
1.070 0.352 -0.240
0.208 -0.883 1.585
-0.136 0.075 -0.455
0.845 0.100 -1.006
-2.034 0.234 0.475
-0.489 0.572 -0.164
0.876 -0.747 1.865
0.174 0.818 -0.094
-0.127 1.910 -1.491
0.015 -0.312 0.597
0.756 -0.436 0.710
-0.006 -0.116 0.596
0.089 -0.008 -1.464
-0.095 -1.204 -0.397
-1.719 -1.844 -2.722
0.151 0.802 -0.125
1.619 -0.880 -1.655
1.380 0.090 0.209

- lowest unoccupied orbital energy (eV) = 0.817
- highest occupied orbital energy (eV) = -8.37
- relative energy (zero: lowest compared OMol25 entry of this formula, charge and spin) (kJ/mol) = 0.00
- SMILES = CN(C)[SiH](Br)N(C)C.C=NC

Record-wise calculated total energy values, in hartree: -691.7330 -869.4088 -3267.1495